# 1
61
Properties=species:S:1:pos:R:3:lowdin_charge:R:1 method="wB97M-V/def2-TZVPD" charge=+1 spin_multiplicity=1 homo_energy_ev=-10.7179 e_tot_ha=-1414.33089
N 1.27 0.81 0.59 0.075
C 0.29 1.03 1.61 -0.227
C 0.42 0.59 2.90 0.062
C -0.70 0.94 3.91 -0.298
O -0.41 0.83 5.09 0.101
C -2.10 1.43 3.45 -0.014
C -3.29 1.49 4.46 -0.244
C -3.87 0.21 4.78 0.008
C -4.99 0.23 5.75 -0.022
C -5.32 1.58 6.20 -0.063
C -4.61 2.78 5.80 -0.111
N -3.58 2.72 4.92 0.109
C -2.23 1.84 2.17 -0.024
C -3.56 2.41 1.56 -0.226
C -3.54 3.80 1.17 0.004
C -4.76 4.33 0.56 -0.033
C -5.89 3.40 0.39 -0.045
C -5.69 2.04 0.87 -0.137
N -4.57 1.52 1.44 0.108
C -1.01 1.79 1.23 -0.246
O -1.03 2.38 0.17 0.092
H 2.22 0.86 0.99 0.094
H 1.23 1.58 -0.08 0.085
H 1.34 0.03 3.19 0.125
H -3.52 -0.75 4.35 0.119
H -5.52 -0.68 6.09 0.103
H -6.17 1.70 6.91 0.099
H -4.91 3.77 6.21 0.111
H -2.67 4.48 1.29 0.118
H -4.86 5.38 0.20 0.101
H -6.80 3.79 -0.10 0.098
H -6.56 1.35 0.76 0.108
C 1.80 -0.45 -3.26 -0.001
C 1.98 -2.00 -3.21 -0.419
C 2.16 -2.50 -1.75 -0.105
C 3.56 -2.32 -1.18 -0.158
C 4.61 -2.89 -2.13 -0.105
C 4.51 -2.28 -3.54 -0.440
N 3.11 -2.39 -4.10 0.097
O 2.94 -3.56 -4.45 0.219
C 4.96 -0.80 -3.47 -0.026
C 5.56 -2.93 -4.46 -0.015
C 0.61 -2.53 -3.68 -0.021
H 2.61 0.07 -3.77 0.071
H 0.91 -0.16 -3.82 0.094
H 1.71 -0.02 -2.26 0.085
H 1.92 -3.57 -1.71 0.136
H 1.44 -2.01 -1.10 0.135
H 3.75 -1.27 -0.97 0.112
H 3.62 -2.84 -0.22 0.135
H 5.60 -2.71 -1.72 0.144
H 4.49 -3.98 -2.18 0.140
H 4.85 -0.31 -4.45 0.104
H 6.01 -0.73 -3.19 0.104
H 4.42 -0.21 -2.74 0.074
H 5.46 -4.02 -4.51 0.093
H 6.56 -2.73 -4.09 0.105
H 5.50 -2.54 -5.48 0.104
H 0.42 -2.28 -4.73 0.105
H -0.19 -2.09 -3.09 0.112
H 0.52 -3.61 -3.57 0.091

---

# 2
61
Properties=species:S:1:pos:R:3:lowdin_charge:R:1 method="wB97M-V/def2-TZVPD" charge=+1 relative_energy_kcal_mol=5.2 spin_multiplicity=2 homo_energy_ev="-10.0678 / -10.1197" e_tot_ha=-2168.40029
Ti -0.23 -0.29 -0.12 1.057
C 1.81 -0.82 -2.36 -0.065
N 0.44 -0.30 -2.24 -0.300
C 0.35 1.05 -2.84 -0.035
C -0.59 -1.17 -2.77 -0.219
C -0.35 -2.04 -3.82 -0.020
C -1.33 -2.92 -4.25 -0.075
C -2.55 -2.93 -3.60 -0.069
C -2.81 -2.05 -2.56 -0.014
C -1.85 -1.13 -2.13 -0.216
N -1.99 -0.21 -1.07 -0.045
C -3.13 -0.19 -0.25 -0.217
C -4.45 -0.29 -0.72 -0.026
C -5.51 -0.33 0.17 -0.065
C -5.30 -0.24 1.53 -0.072
C -4.01 -0.04 2.00 -0.019
C -2.94 0.01 1.12 -0.213
N -1.61 0.40 1.53 -0.286
C -1.17 -0.14 2.83 -0.059
C -1.55 1.89 1.55 -0.041
H 2.16 -0.80 -3.40 0.096
H 1.85 -1.84 -1.99 0.100
H 2.47 -0.18 -1.77 0.084
H 0.56 0.99 -3.91 0.106
H 1.08 1.70 -2.36 0.088
H -0.65 1.45 -2.69 0.094
H 0.62 -2.05 -4.30 0.112
H -1.13 -3.60 -5.07 0.108
H -3.32 -3.63 -3.90 0.111
H -3.76 -2.12 -2.06 0.096
H -4.64 -0.31 -1.78 0.116
H -6.52 -0.43 -0.22 0.112
H -6.12 -0.29 2.23 0.109
H -3.85 0.11 3.06 0.114
H -1.73 0.31 3.65 0.095
H -0.12 0.10 2.96 0.088
H -1.32 -1.22 2.84 0.102
H -2.31 2.27 2.24 0.106
H -1.77 2.27 0.55 0.103
H -0.56 2.22 1.85 0.077
N 2.24 -1.93 1.61 0.221
C 1.22 -2.66 1.15 -0.581
N 1.22 -3.99 1.32 0.217
O 0.25 -2.13 0.55 -0.088
H 3.03 -2.35 2.07 0.127
H 2.25 -0.93 1.42 0.067
H 1.94 -4.48 1.82 0.127
H 0.42 -4.50 0.98 0.133
C 1.38 0.99 0.50 -0.101
C 2.32 1.67 0.88 -0.119
C 3.43 2.47 1.31 -0.262
C 3.57 3.78 0.86 -0.034
C 4.64 4.55 1.27 -0.071
C 5.59 4.02 2.14 -0.075
C 5.45 2.72 2.60 -0.076
C 4.38 1.94 2.19 -0.045
H 2.83 4.19 0.18 0.116
H 4.74 5.57 0.92 0.109
H 6.42 4.63 2.47 0.108
H 6.19 2.30 3.28 0.107
H 4.28 0.93 2.54 0.104

---

# 3
69
Properties=species:S:1:pos:R:3:lowdin_charge:R:1 method="wB97M-V/def2-TZVPD" charge=+1 relative_energy_kcal_mol=20.0 spin_multiplicity=1 homo_energy_ev=-11.4390 e_tot_ha=-4479.70859
Pt -0.53 0.35 0.31 1.111
C 3.29 3.90 -0.05 -0.024
C 2.45 2.94 -0.84 -0.340
C 2.62 2.78 -2.21 -0.021
C 1.80 1.90 -2.89 -0.043
C 0.84 1.18 -2.18 -0.108
C 0.75 1.39 -0.81 -0.416
N 1.51 2.26 -0.17 0.051
Sb -2.54 0.11 -1.35 1.445
C -1.72 -1.36 -2.68 -0.528
C -2.19 -1.45 -3.98 -0.125
C -1.63 -2.43 -4.80 -0.052
C -0.65 -3.25 -4.27 -0.007
C -0.23 -3.07 -2.95 -0.301
C 0.83 -3.95 -2.35 -0.020
N -0.77 -2.14 -2.17 0.069
C -2.92 -1.25 0.27 -0.470
C -3.83 -2.28 0.37 -0.081
C -3.87 -3.00 1.55 -0.033
C -3.03 -2.66 2.59 -0.002
C -2.13 -1.60 2.44 -0.305
C -1.28 -1.13 3.57 -0.018
N -2.07 -0.95 1.27 -0.076
H 4.35 3.79 -0.30 0.086
H 3.17 3.71 1.02 0.068
H 3.02 4.93 -0.26 0.084
H 3.40 3.33 -2.72 0.119
H 1.91 1.75 -3.95 0.116
H 0.23 0.45 -2.69 0.068
H -2.95 -0.78 -4.35 0.092
H -1.96 -2.55 -5.82 0.114
H -0.19 -4.02 -4.88 0.116
H 1.18 -4.69 -3.07 0.083
H 0.44 -4.47 -1.47 0.083
H 1.68 -3.35 -2.02 0.066
H -4.49 -2.51 -0.45 0.108
H -4.57 -3.83 1.67 0.119
H -3.06 -3.19 3.53 0.124
H -0.97 -1.96 4.20 0.089
H -1.86 -0.44 4.18 0.093
H -0.39 -0.61 3.19 0.054
C -0.85 4.63 -0.26 -0.166
As -1.12 3.43 1.21 1.073
C -2.61 4.12 2.18 -0.185
C 0.37 3.25 2.41 -0.183
O -1.72 1.90 0.75 -0.714
H -0.69 5.62 0.15 0.056
H -1.76 4.62 -0.86 0.056
H -0.01 4.32 -0.86 0.025
H -2.37 5.13 2.53 0.053
H -2.82 3.48 3.03 0.050
H -3.48 4.16 1.52 0.052
H 1.01 4.12 2.31 0.046
H 0.92 2.36 2.12 0.017
H -0.02 3.17 3.42 0.048
C 2.93 -1.53 2.37 0.032
C 1.97 -1.53 1.19 -0.448
O 1.06 -0.51 1.34 -0.269
C 2.79 -1.36 -0.11 -0.558
F 2.01 -1.40 -1.20 0.125
F 3.74 -2.29 -0.26 0.164
F 3.41 -0.16 -0.10 0.161
C 1.22 -2.89 1.15 -0.548
F 0.74 -3.19 2.38 0.145
F 0.16 -2.85 0.32 0.117
F 1.99 -3.91 0.77 0.165
H 3.48 -0.59 2.37 0.100
H 3.64 -2.36 2.32 0.105
H 2.36 -1.60 3.29 0.094

---

# 4
64
Properties=species:S:1:pos:R:3:lowdin_charge:R:1 method="wB97M-V/def2-TZVPD" charge=+2 relative_energy_kcal_mol=26.2 spin_multiplicity=1 homo_energy_ev=-13.9680 e_tot_ha=-1972.44260
Be 0.27 0.64 0.02 0.185
C 1.53 -1.19 -2.15 -0.003
C 2.38 -0.79 -0.98 -0.280
C 3.69 -1.13 -0.99 0.009
C 4.54 -0.76 0.10 0.031
C 3.94 0.01 1.11 -0.090
C 2.61 0.34 1.00 -0.378
N 1.81 -0.04 0.00 0.036
Sb 1.88 1.81 2.45 1.609
C 1.09 3.04 0.92 -0.431
C 1.25 4.38 0.97 -0.093
C 0.71 5.14 -0.08 0.001
C 0.26 4.52 -1.22 -0.001
C 0.23 3.14 -1.24 -0.235
C 0.08 2.49 -2.59 0.009
N 0.52 2.38 -0.13 0.048
C 0.04 0.74 2.70 -0.409
C -0.50 0.66 3.98 -0.118
C -1.58 -0.12 4.20 -0.046
C -2.00 -0.90 3.15 0.008
C -1.52 -0.80 1.83 -0.264
C -1.98 -1.65 0.70 -0.017
N -0.51 0.11 1.65 0.035
H 2.08 -1.49 -3.02 0.098
H 0.96 -2.10 -1.91 0.103
H 0.87 -0.39 -2.45 0.032
H 4.12 -1.67 -1.79 0.115
H 5.56 -1.07 0.21 0.117
H 4.51 0.25 1.97 0.088
H 1.70 4.90 1.84 0.122
H 0.59 6.22 -0.01 0.131
H -0.12 5.10 -2.01 0.119
H 0.68 3.13 -3.26 0.116
H 0.32 1.44 -2.61 0.049
H -0.91 2.62 -2.92 0.080
H -0.04 1.25 4.80 0.114
H -2.08 -0.16 5.22 0.157
H -2.84 -1.61 3.28 0.135
H -2.50 -2.47 1.21 0.107
H -2.69 -1.07 0.12 0.072
H -1.20 -2.00 0.09 0.046
N -4.99 1.20 -2.77 0.171
C -3.89 0.93 -2.05 -0.297
C -2.94 0.06 -2.62 0.022
C -1.70 -0.10 -2.01 -0.139
N -1.33 0.56 -0.92 -0.017
C -2.32 1.27 -0.31 -0.127
C -3.57 1.54 -0.81 0.032
H -5.10 0.64 -3.59 0.115
H -5.76 1.72 -2.38 0.132
H -3.15 -0.50 -3.52 0.126
H -0.98 -0.80 -2.46 0.118
H -1.99 1.76 0.67 0.146
H -4.21 2.33 -0.41 0.131
C 0.26 -5.04 0.75 -0.245
S 1.17 -3.74 1.62 0.876
C 2.74 -4.08 1.00 -0.281
O 0.80 -2.39 0.97 -0.565
H 0.35 -4.85 -0.31 0.055
H -0.84 -4.98 1.16 0.095
H 0.60 -6.01 1.06 0.055
H 3.14 -4.88 1.63 0.073
H 3.25 -3.12 1.17 0.047
H 2.71 -4.41 -0.03 0.071